Formula: C44H66BF3NO32P2S2
Source: OMol25
Level of theory: ωB97M-V/def2-TZVPD

## Properties
Charge: +1
Highest occupied orbital energy, eV: -11.970
E, eV: -162784.749
E_LUMO, eV: -4.34
Frontier orbital gap, eV: 7.628

Element x y z (Å)
S (-1.98737, -5.22230, 1.59991)
S (-5.34378, -4.16036, -3.61430)
P (-7.27967, -6.87406, -1.43333)
P (-5.33891, -7.16095, -2.39704)
F (-2.28012, -3.90448, 3.84594)
F (-3.50489, -5.65927, 3.69687)
F (-4.05743, -3.90232, 2.56363)
O (-8.03178, -8.28045, -1.40664)
O (-1.76216, -6.62368, 1.79609)
O (-6.88704, -6.57259, 0.10046)
O (0.64652, 1.02455, -0.76353)
O (-4.99569, 1.52859, 2.29721)
O (-7.16266, 1.20767, 1.77548)
O (-3.16681, -8.39554, -0.54428)
O (8.01915, 1.18130, 2.83313)
O (0.85422, 8.23397, 1.97425)
O (-10.79869, 1.86400, 5.66486)
O (-5.86394, -0.55467, 2.21332)
O (0.68561, 6.32268, 3.16234)
O (0.44924, -2.49208, -3.27678)
O (1.91350, 6.36035, 1.29883)
O (-0.77392, -4.46472, 1.60069)
O (2.27900, 0.52655, 0.71936)
O (9.14865, 6.62466, -5.23027)
O (8.00025, 5.12451, -4.04362)
O (-4.26099, -7.53434, 1.18472)
O (-1.38654, -7.67946, -1.95768)
O (-0.70053, -4.44084, -3.18662)
O (0.20519, -3.76836, -5.11430)
O (2.72528, 1.84989, -1.01079)
O (6.07684, 5.44919, 0.08512)
O (8.29021, 2.55768, 1.10538)
O (8.97250, 6.86794, -2.99586)
O (6.29466, 1.59941, 1.43917)
O (6.84747, 7.30570, 1.04846)
O (7.36303, 5.30789, 1.94107)
O (-11.30869, 1.76186, 3.46822)
O (-8.06910, -5.76991, -1.99766)
O (-9.27602, 2.45071, 4.14710)
N (-3.73540, -3.48367, -1.55681)
C (1.77664, 1.12350, -0.38931)
C (8.88749, 5.51819, -6.10221)
C (-9.54749, 1.98892, 6.35593)
C (2.20927, 5.13054, 1.96968)
C (6.31618, 7.69298, -0.22767)
C (-0.06810, -1.58402, 0.71807)
C (-3.69929, -7.36475, 0.15052)
C (-7.22148, -1.02472, 2.19013)
C (3.71552, 0.66843, 0.66215)
C (0.99943, 4.94957, 2.85275)
C (6.81411, 5.95703, 1.10584)
C (-5.91919, 0.80562, 2.11066)
C (-4.41139, -4.48058, -2.16983)
C (5.37276, 6.55593, -0.53210)
C (-3.02890, -3.64290, -0.43727)
C (-0.79335, -9.13757, 0.11959)
C (3.86942, 1.94244, -0.12641)
C (7.70437, 4.86239, -5.43205)
C (-0.90221, -2.25927, -0.39132)
C (7.54738, 3.37411, -5.69603)
C (-4.40370, -5.77051, -1.65127)
C (8.73144, 6.26697, -3.99243)
C (-2.94940, -4.91735, 0.13124)
C (-3.03398, -4.61641, 3.04599)
C (9.43044, 1.42592, 2.71570)
C (-1.23981, -5.27726, -4.22180)
C (-2.36533, -2.40976, 0.12133)
C (-3.65664, -5.96440, -0.47414)
C (-7.91950, 0.04229, 1.38397)
C (1.22882, 4.12997, 4.11154)
C (-8.75726, 2.87730, 5.42468)
C (-3.14560, -1.11868, -0.22283)
C (10.70386, 2.96151, 1.11195)
C (-9.40048, 0.21228, 1.67191)
C (5.11805, 6.30546, -2.00670)
C (-0.73224, -5.35225, -6.73021)
C (9.45407, 2.72117, 1.94196)
C (0.03606, -3.46974, -3.80532)
C (5.16110, 2.09798, -0.90843)
C (1.12025, 7.08961, 2.13108)
C (7.43174, 1.76289, 1.76482)
C (-10.54012, 2.00333, 4.34269)
C (-7.24685, 2.72370, 5.49349)
C (-0.21377, -5.13241, -5.31875)
B (-1.76776, -8.36709, -0.83049)
H (0.70626, 3.17636, 4.04701)
H (7.14392, 7.75677, -0.93811)
H (-9.03734, 3.92506, 5.55256)
H (5.76197, 1.19304, -0.90182)
H (-6.82437, 2.57283, 4.50098)
H (-7.58065, -1.07957, 3.22016)
H (4.93991, 2.35738, -1.94635)
H (9.26346, 3.57564, 2.59342)
H (-2.21843, -4.87970, -4.51053)
H (-9.99712, -0.12021, 0.82325)
H (-1.01470, -8.90704, 1.16109)
H (-9.64558, 1.24992, 1.86953)
H (5.81953, 8.65791, -0.16109)
H (-9.11206, 0.99160, 6.45716)
H (-1.35677, -6.29621, -3.86596)
H (0.15742, 4.54495, 2.28595)
H (-7.75367, -0.10520, 0.31289)
H (5.27804, 5.25866, -2.26039)
H (7.43305, 2.82426, -4.76362)
H (0.96511, -1.92113, 0.71275)
H (-0.32171, -6.26872, -7.15088)
H (0.65415, -5.76892, -5.13058)
H (3.71617, 2.81766, 0.50851)
H (8.67512, 5.86582, -7.11036)
H (-0.84912, -1.64097, -1.28275)
H (0.86552, 4.65879, 4.99048)
H (-5.05611, -2.85876, -3.83103)
H (-2.82790, -0.35068, 0.48094)
H (4.12387, -0.20363, 0.14683)
H (-8.46086, -8.36196, -0.54083)
H (6.77652, 5.38856, -5.66963)
H (2.28571, 3.90491, 4.26160)
H (-9.71637, -0.37926, 2.53170)
H (-9.69511, 2.41987, 7.34303)
H (-6.79076, 3.61396, 5.92313)
H (-3.78101, -2.57015, -1.99578)
H (-0.45204, -4.52554, -7.37965)
H (5.76945, 2.88400, -0.47928)
H (-6.95380, 1.88110, 6.12220)
H (0.23943, -8.82566, -0.05413)
H (-0.75015, -8.19774, -2.46284)
H (4.09361, 6.56702, -2.27012)
H (4.42546, 6.67373, 0.00078)
H (-4.23259, -1.22409, -0.20304)
H (-0.52917, -3.26989, -0.54709)
H (2.33951, 4.32243, 1.25364)
H (-0.87413, -10.21558, -0.04486)
H (-0.45454, -1.82100, 1.71270)
H (9.87864, 0.59477, 2.16608)
H (8.40567, 2.96481, -6.23023)
H (-7.27850, -2.01201, 1.73547)
H (-1.81876, -5.45066, -6.75281)
H (3.13487, 5.26552, 2.53578)
H (9.89195, 1.49927, 3.69710)
H (5.77300, 6.91116, -2.63460)
H (9.77200, 4.87728, -6.11827)
H (-2.41308, -2.51308, 1.20350)
H (11.28739, 3.78014, 1.52984)
H (-2.81537, -0.75794, -1.20264)
H (10.44594, 3.21712, 0.08606)
H (-7.37029, -5.78314, 0.38225)
H (6.66953, 3.18530, -6.31243)
H (11.35361, 2.08489, 1.09325)
H (-0.13412, -0.50527, 0.62076)
H (4.13701, 0.72713, 1.65722)
H (-5.53034, -6.88131, -3.76108)

Atomic partial charges in e from the Mulliken method, atoms 1 to 99: 1.260, -0.081, 1.039, -0.269, -0.208, -0.201, -0.197, -0.481, -0.602, -0.474, -0.600, -0.598, -0.356, -0.430, -0.357, -0.541, -0.338, -0.347, -0.395, -0.512, -0.322, -0.626, -0.307, -0.327, -0.254, -0.399, -0.251, -0.055, -0.378, -0.405, -0.075, -0.231, -0.510, -0.407, -0.368, -0.544, -0.531, -0.624, -0.319, 0.409, 0.671, -0.655, -0.586, -0.286, -0.544, -1.716, -0.991, -0.595, -0.555, 0.711, 0.422, 0.731, 0.752, 0.749, -0.524, -0.867, 1.829, 0.599, 0.160, -1.310, -0.012, 0.530, 0.735, 0.738, -0.700, -0.532, 0.726, -0.267, 0.676, -1.326, 0.513, -2.251, -1.351, -1.474, -1.302, -1.322, 0.682, 0.427, -1.445, 0.564, 0.411, 0.623, -1.240, 0.704, 0.343, 0.287, 0.292, 0.287, 0.305, 0.217, 0.373, 0.360, 0.260, 0.206, 0.413, 0.291, 0.302, 0.342, 0.340